No. 1
36
Properties=species:S:1:pos:R:3:forces:R:3 method="wB97M-V/def2-TZVPD" energy_ev=-24960.4768 smiles=O.O.O.O.O.O.O.O.O.O.O.O
O 3.95034 -42.95088 -3.99516 -0.02 0.21 0.32
H 4.79160 -43.19930 -3.56769 -0.28 -0.09 -0.17
H 4.01368 -41.99937 -4.11951 0.10 -0.06 -0.16
O 3.22674 -46.30271 -1.27775 -0.01 0.19 0.60
H 3.45716 -45.99273 -0.39176 -0.12 0.04 -0.10
H 2.30528 -46.58484 -1.20781 0.06 0.07 -0.24
O 7.69202 -43.58829 -4.65320 0.24 -0.05 0.24
H 7.32091 -43.16059 -3.86914 -0.15 0.13 -0.37
H 8.31971 -42.94828 -5.00497 -0.10 0.00 -0.01
O 4.72258 -42.88985 -0.05113 0.23 0.35 0.00
H 4.01920 -42.29927 -0.34576 -0.05 -0.19 0.00
H 5.49937 -42.31399 0.08870 -0.18 -0.12 0.20
O 1.70383 -43.60545 -2.38594 0.30 0.38 0.63
H 2.58971 -43.25613 -2.61347 -0.28 -0.27 -0.47
H 1.09637 -42.89545 -2.61527 0.00 -0.09 -0.08
O 4.23995 -48.62470 -2.31320 0.08 -0.07 0.47
H 4.07275 -48.02241 -1.56381 0.12 -0.27 -0.74
H 4.78160 -48.11261 -2.92156 -0.06 0.01 0.02
O 6.32867 -45.05797 1.15105 -0.16 -0.01 -0.06
H 6.01181 -45.69475 1.80025 0.11 0.04 -0.03
H 5.53401 -44.63295 0.80485 0.00 0.08 0.14
O 7.41052 -42.08750 -0.05948 -0.29 -0.40 -0.32
H 8.22310 -41.99778 0.45008 -0.07 0.04 0.00
H 7.36718 -43.03999 -0.26690 0.47 0.03 0.09
O 5.39466 -44.58407 -2.25141 0.32 0.14 0.21
H 4.65135 -45.20161 -2.16886 0.07 0.02 -0.10
H 5.32125 -43.99797 -1.47629 -0.31 -0.17 -0.20
O 6.31056 -41.60894 -2.89485 0.15 0.01 0.42
H 6.75679 -41.73445 -2.04034 0.01 0.19 -0.05
H 5.96369 -40.71109 -2.86085 0.12 -0.02 -0.05
O 8.35086 -44.70832 -1.73932 -0.13 0.51 0.24
H 7.44542 -44.78347 -2.07586 -0.07 -0.31 -0.09
H 8.81107 -44.18981 -2.40914 -0.01 -0.22 -0.12
O 1.50551 -45.78607 -4.17796 0.05 -0.38 0.08
H 1.83155 -45.36691 -3.36888 -0.16 0.24 -0.29
H 0.55727 -45.63129 -4.16013 0.03 0.05 0.01

No. 2
36
Properties=species:S:1:pos:R:3:forces:R:3 method="wB97M-V/def2-TZVPD" energy_ev=-24942.8786
O 2.81992 -0.04429 -0.65921 4.17 1.31 -3.88
H 3.73159 -0.25774 -0.46040 0.14 -0.12 -0.48
H 2.36021 -0.15662 0.17282 1.74 -1.31 0.32
O -2.76488 -0.00617 0.36373 -2.03 -1.36 5.28
H -2.82769 -0.96125 0.37486 -0.23 0.24 -0.12
H -3.01147 0.26087 1.24923 -0.23 -0.02 0.56
O 0.87524 1.66384 -0.34742 1.54 8.63 4.60
H 1.22110 2.52028 -0.09617 0.78 0.26 0.18
H -0.06739 1.73173 -0.19556 1.88 -1.33 -0.23
O -0.07273 0.59101 1.97294 -6.51 2.00 4.03
H -0.57252 1.40041 2.07930 0.07 0.40 0.39
H -0.72808 -0.06696 1.74092 -0.43 -0.89 0.37
O 2.22789 -2.05200 -1.25859 2.55 -1.81 -5.94
H 1.68189 -1.88104 -0.49121 0.09 0.35 -1.63
H 2.07474 -2.97485 -1.46134 -0.21 -0.43 -0.15
O 1.30501 -2.20354 0.57709 -2.41 -2.01 6.37
H 0.55726 -1.82445 1.03905 0.14 -0.42 0.63
H 2.06257 -1.96778 1.11259 0.34 0.01 0.26
O -1.13150 1.77616 0.02606 -7.48 2.99 1.52
H -1.18740 2.52289 -0.57019 -0.76 0.54 -0.80
H -2.03739 1.48597 0.13282 -0.19 0.16 -0.34
O -2.85759 0.71372 -1.63803 -0.23 1.60 -4.00
H -2.77328 0.28737 -0.78518 -0.70 0.59 -2.24
H -3.80114 0.81457 -1.76368 -0.18 0.02 -0.34
O 1.70121 0.30582 1.02249 3.54 -2.65 6.14
H 1.43147 0.85115 0.28352 0.61 0.75 1.21
H 1.05859 0.49370 1.70658 1.85 -0.29 0.23
O -1.31486 -1.51730 1.31966 -2.22 -3.20 4.75
H -0.84392 -1.25567 0.52846 1.22 0.09 -1.95
H -2.07829 -1.99629 0.99720 0.47 -1.27 0.79
O -0.30544 -0.64822 -0.41337 -0.03 0.69 -3.23
H -0.92056 0.08471 -0.38735 0.31 0.11 -0.96
H 0.55761 -0.23968 -0.34655 0.47 -0.68 -0.19
O 1.14405 1.14295 -2.19135 -0.43 -1.78 -7.30
H 1.39187 1.20371 -1.26878 1.88 -0.82 -3.05
H 1.09388 0.20297 -2.36496 0.49 -0.32 -0.81

No. 3
36
Properties=species:S:1:pos:R:3:forces:R:3 method="wB97M-V/def2-TZVPD" energy_ev=-24955.3705 smiles=O.O.O.O.O.O.O.O.O.O.O.O
O 0.18465 -0.10141 -0.45938 -0.01 0.67 1.49
H 0.02167 -0.71537 0.26755 -0.19 -0.22 -0.31
H 0.73692 0.57971 -0.00191 -0.58 -0.77 -0.68
O -1.57838 2.25345 2.80441 0.46 -3.92 4.11
H -1.71985 1.50762 2.28214 -0.32 -2.35 -1.18
H -0.71823 2.15007 3.23029 -0.08 -0.14 -0.10
O -0.48267 -4.79189 2.41870 1.37 1.83 0.63
H 0.35548 -4.27833 2.67590 -1.84 -1.24 -0.59
H -1.18559 -4.11692 2.51382 0.44 -0.59 -0.09
O 2.14709 0.67995 -1.78696 2.08 -4.05 -2.14
H 1.85665 1.47425 -1.48740 -1.63 3.54 1.23
H 1.42694 0.07542 -2.00462 0.03 0.19 1.06
O -1.55117 3.91030 1.97520 -1.72 8.39 -0.40
H -1.11844 3.93771 1.14968 1.06 0.02 -1.81
H -1.80600 4.90531 2.10986 0.61 -2.03 -0.60
O -2.10707 -3.77668 -1.41892 -1.82 3.56 -1.30
H -1.58728 -4.39505 -1.02484 2.09 -2.98 1.62
H -2.73075 -4.18189 -2.00600 -0.26 -0.55 -0.26
O 0.02712 -0.60677 -3.94159 -2.74 -1.16 -1.10
H 0.77272 -0.20242 -3.58046 1.37 1.29 1.03
H -0.80046 -0.35629 -3.47318 1.32 -0.09 -0.19
O 2.14259 -2.48261 -2.59149 -0.75 -1.54 0.53
H 2.02279 -2.14508 -3.47131 -0.08 0.29 -0.68
H 1.56125 -3.28964 -2.60003 0.82 1.23 0.15
O -4.53630 -1.96920 1.19845 -2.65 -0.86 2.64
H -5.36992 -1.47447 1.12203 0.16 -0.45 0.46
H -4.08241 -1.60726 0.51038 2.54 1.28 -3.10
O 2.94241 2.70364 -3.11263 0.84 1.60 -0.24
H 2.33624 2.00356 -3.29785 -0.25 -0.83 -0.16
H 3.81640 2.37279 -3.35014 -0.25 -0.07 0.09
O 1.45989 0.08595 4.28162 -0.33 0.28 -3.08
H 1.39193 -0.05344 5.17927 0.07 -0.38 3.26
H 0.58444 -0.18123 3.97266 0.18 0.11 -0.18
O 1.46240 3.98996 0.71337 -2.60 0.86 0.54
H 2.27445 4.02325 0.28924 2.82 -0.39 -1.14
H 1.07676 4.81012 0.34870 -0.18 -0.52 0.51

No. 4
36
Properties=species:S:1:pos:R:3:forces:R:3 method="wB97M-V/def2-TZVPD" energy_ev=-24956.2962 smiles=O.O.O.O.O.O.O.O.O.O.O.O
O -2.72110 2.95315 0.02815 -3.00 1.15 -1.71
H -1.99617 2.74959 0.56353 1.71 -1.32 0.57
H -3.04645 2.24774 -0.59033 1.41 0.52 1.40
O -2.35102 0.48463 -0.92671 -4.10 -2.47 -2.97
H -1.61485 0.11207 -0.51396 2.45 -0.66 1.19
H -2.70612 -0.41744 -1.32933 0.70 2.69 0.88
O -0.26171 -0.00401 0.27155 -0.63 -0.51 1.51
H 0.50279 -0.54330 0.55247 -0.77 -0.18 0.59
H -0.74087 0.35003 1.08572 0.90 -0.69 -0.93
O 3.63224 -0.02985 0.96230 4.17 -3.50 0.01
H 3.10494 0.50411 0.48575 -4.45 4.37 -1.86
H 4.18032 -0.18063 0.13635 0.16 -0.57 1.66
O -1.89740 -2.56592 -1.45310 1.12 -1.15 -1.16
H -1.15940 -2.58753 -0.73112 -1.49 -0.45 -2.75
H -1.62533 -3.11667 -2.31507 -0.38 1.92 3.43
O 0.12478 2.96362 1.46053 -1.66 -5.23 3.45
H 0.35869 2.45876 2.32266 -0.79 2.56 -1.60
H 0.12709 3.85747 1.43214 0.38 4.40 0.72
O 0.41667 -3.37125 -0.51250 -2.82 -7.42 -3.51
H 0.64282 -2.84413 0.13393 2.40 4.59 5.80
H 0.08365 -4.23445 -0.01339 1.15 2.67 -1.78
O 1.46846 1.76742 0.06648 3.56 0.84 -0.45
H 0.99680 2.06284 0.85038 0.78 0.67 -0.95
H 1.01966 0.97228 -0.02111 -1.19 -2.00 -1.49
O 1.55588 -1.64960 1.41154 0.62 1.77 -5.25
H 1.59365 -1.94058 2.24849 0.36 -1.47 4.73
H 2.42432 -1.19058 1.16247 -0.64 -0.44 0.69
O -1.81791 0.80594 2.50614 -4.18 -0.17 0.41
H -2.09679 1.69649 2.82055 0.82 -0.44 -0.37
H -2.81187 0.44270 2.42591 3.40 0.61 -0.10
O 2.48340 -1.25407 -2.07944 -3.12 -2.48 2.35
H 3.12678 -1.83021 -1.67344 1.43 -0.07 -0.22
H 1.71350 -1.83411 -1.60766 1.70 2.40 -2.12
O -0.63615 1.31056 -3.09218 0.86 0.93 0.20
H -0.93480 0.72986 -3.77139 -0.44 -0.67 -0.52
H -1.13852 1.12504 -2.29629 -0.41 -0.20 0.16

No. 5
36
Properties=species:S:1:pos:R:3:forces:R:3 method="wB97M-V/def2-TZVPD" energy_ev=-24953.7115 smiles=O.O.O.O.O.O.O.O.O.O.O.O
O 0.39109 -0.14797 -0.84563 1.94 -0.41 -0.99
H 1.31331 -0.07252 -0.46166 -2.05 -0.11 -0.17
H -0.29181 -0.16842 -0.18548 0.58 -0.12 1.01
O -0.71908 0.46259 -4.10596 0.13 2.75 -1.25
H -0.23760 -0.26537 -3.74777 0.91 -0.44 0.51
H -0.09287 1.21223 -4.38007 -1.10 -2.16 0.81
O 0.97867 -3.80397 0.71367 -0.58 -4.84 -0.16
H 1.89647 -4.01670 0.64363 0.71 0.16 -0.07
H 0.86971 -2.91742 0.67960 -0.11 4.45 -0.05
O -2.80605 2.89596 -3.30025 -2.18 2.66 -1.01
H -2.25612 2.18588 -3.40954 2.58 -3.30 0.35
H -3.06663 2.97445 -4.23843 -0.33 0.51 0.67
O -0.99879 1.65644 0.54985 -0.01 2.04 2.63
H -1.90934 1.77558 0.82476 -0.27 0.38 0.61
H -1.16480 1.22741 -0.21919 -0.04 -1.53 -4.26
O -3.53932 -0.19034 0.41832 1.01 -1.05 -3.23
H -2.93740 -0.95451 0.43438 -0.64 0.48 0.46
H -3.77519 0.12090 1.24596 -0.45 0.50 2.73
O 3.57997 -1.99686 -1.68502 2.83 1.01 0.24
H 3.24726 -2.78997 -2.07050 -0.20 -0.93 -0.55
H 4.59969 -2.01930 -1.77798 -2.72 -0.08 0.19
O -1.05126 0.15281 2.65278 0.16 -10.51 -0.53
H -1.66085 0.13532 3.44843 1.60 -0.40 -1.60
H -1.64954 -0.34148 2.00380 1.65 0.68 1.01
O 4.10822 -2.17725 1.32734 1.60 -2.10 -1.51
H 4.33037 -3.11639 0.95827 -1.06 2.69 1.38
H 3.37451 -2.20537 1.93068 -0.58 -0.58 0.28
O -1.74024 1.78655 2.89585 -1.18 10.84 1.29
H -1.65329 2.16081 3.78178 -0.50 0.72 0.14
H -0.89760 2.16362 2.44680 -2.22 -1.13 0.94
O 1.11243 3.51553 -1.33997 2.23 -2.40 -1.89
H 0.44342 4.15252 -1.29812 -1.67 1.33 -0.30
H 1.19937 3.16331 -2.28578 -0.53 1.07 2.21
O 0.63140 -1.96491 2.64278 0.99 0.26 1.64
H -0.23119 -2.40309 2.80205 1.01 0.66 0.38
H 0.97392 -1.51017 3.48428 -1.49 -1.08 -1.91

No. 6
36
Properties=species:S:1:pos:R:3:forces:R:3 method="wB97M-V/def2-TZVPD" energy_ev=-24958.1540 smiles=O.O.O.O.O.O.O.O.O.O.O.O
O -2.63988 -22.39353 3.17792 -1.58 0.73 1.42
H -3.22058 -22.12089 3.97386 1.03 -0.72 -1.67
H -1.78485 -22.03874 3.42244 0.48 -0.09 -0.24
O -0.32611 -23.78971 4.98685 -1.34 -0.54 -2.65
H 0.33872 -23.42728 5.48235 3.02 1.49 1.75
H -0.85907 -24.17279 5.64974 -1.52 -0.97 0.80
O -2.44011 -25.22622 2.93872 -3.15 -1.96 -2.50
H -1.70116 -25.48819 3.38584 2.91 -0.16 1.89
H -2.71368 -24.34153 3.03038 0.36 2.13 0.58
O 1.54276 -24.80897 7.66073 0.86 1.47 3.38
H 0.61742 -24.48349 7.77334 0.87 -0.48 0.05
H 1.97735 -24.47225 8.58105 -1.45 -1.24 -3.47
O -3.77810 -22.28356 5.55511 -2.27 0.76 1.13
H -3.47407 -23.16789 5.82149 0.40 0.05 0.01
H -4.66493 -22.19345 6.01126 1.53 0.03 -0.96
O 1.77916 -20.60105 5.81154 1.09 -4.12 -1.31
H 1.69620 -19.66706 5.72223 0.47 0.87 -1.14
H 2.22199 -21.20488 5.06743 -1.18 3.12 2.34
O -0.54469 -20.88731 7.11452 -4.17 0.73 2.90
H 0.16348 -21.07739 6.59652 3.48 -0.55 -2.72
H -1.20414 -20.40244 6.59023 0.40 -0.51 0.16
O 3.77365 -24.71854 5.93202 1.59 0.30 -0.53
H 4.34908 -25.11976 6.61736 -1.44 0.25 -0.52
H 2.82965 -24.80655 6.06190 0.01 -0.52 1.02
O -0.80957 -23.73361 8.34601 1.09 1.48 -2.79
H -0.83499 -22.78051 8.07302 0.21 -0.42 -0.07
H -1.29454 -23.74751 9.11425 -1.57 -0.25 3.15
O 1.06126 -23.92101 1.68595 2.24 -4.11 -5.10
H 1.77037 -23.44299 1.27328 0.27 0.37 0.04
H 0.73284 -23.48961 2.36695 -2.50 3.40 4.86
O 0.09805 -21.51901 2.76775 1.27 -0.52 3.05
H 0.50372 -21.17494 1.99918 0.52 0.61 -1.48
H 0.86516 -21.60811 3.42440 -1.84 0.28 -1.38
O -2.73118 -24.38886 6.59918 -1.01 -0.96 -0.52
H -2.19510 -24.25034 7.36867 0.90 0.33 0.79
H -3.48811 -24.88707 6.92702 0.02 -0.28 -0.27

No. 7
36
Properties=species:S:1:pos:R:3:forces:R:3 method="wB97M-V/def2-TZVPD" energy_ev=-24960.5999 smiles=O.O.O.O.O.O.O.O.O.O.O.O
O 6.75960 15.70204 0.09062 -0.03 -0.21 -0.16
H 7.20814 15.90924 -0.74009 -0.01 0.14 0.00
H 5.95113 15.25118 -0.17622 -0.04 0.04 -0.02
O 7.14086 18.29962 1.60519 0.03 -0.03 0.25
H 6.54607 17.58929 1.35177 0.04 -0.01 -0.11
H 7.88744 18.22684 0.98813 -0.13 0.12 -0.14
O 10.12375 15.10929 4.05932 0.05 0.05 0.13
H 9.81218 15.57858 3.27554 -0.01 -0.05 -0.08
H 9.97407 14.18389 3.85313 -0.15 0.00 0.00
O 9.11662 18.38465 -0.48635 -0.20 -0.37 0.18
H 9.44239 19.26027 -0.25506 0.08 0.02 -0.03
H 9.85358 17.80164 -0.24012 0.27 0.27 -0.07
O 11.17041 16.29149 -1.98437 0.10 -0.11 -0.02
H 11.96654 15.75316 -1.92326 -0.06 -0.11 -0.07
H 10.44587 15.65410 -1.89427 0.06 0.29 -0.19
O 12.49577 15.51175 1.55318 -0.20 -0.10 -0.13
H 12.84710 14.86198 0.93668 0.02 0.02 -0.03
H 11.52637 15.45567 1.45680 0.39 0.16 0.11
O 11.95678 18.00942 0.11844 -0.05 0.18 -0.04
H 12.18935 17.17656 0.55780 0.13 0.09 0.06
H 11.88568 17.77742 -0.81734 -0.05 -0.10 0.12
O 9.74941 15.52441 1.06640 -0.09 -0.19 -0.20
H 8.89996 15.80029 0.70680 -0.09 0.15 0.19
H 9.79328 14.57546 0.88319 -0.05 0.04 0.15
O 9.20925 14.25525 -2.35307 -0.19 -0.24 0.35
H 9.90605 13.62391 -2.10877 0.13 0.03 -0.36
H 8.43031 13.72432 -2.54063 -0.01 0.04 -0.09
O 7.32814 14.17336 2.66151 -0.08 -0.23 -0.08
H 7.10796 14.75189 3.39810 0.10 0.05 0.03
H 6.97886 14.61613 1.87921 0.13 0.14 0.03
O 10.62893 12.72869 0.94759 -0.53 -0.16 0.03
H 10.80480 12.41811 1.84332 0.17 0.11 0.01
H 9.78419 12.32401 0.70997 0.00 -0.08 0.14
O 11.68213 13.17706 -1.53364 -0.30 0.05 0.26
H 11.29577 13.01765 -0.64933 0.61 0.00 -0.16
H 12.36302 12.50668 -1.63916 -0.03 -0.04 -0.09

No. 8
37
Properties=species:S:1:pos:R:3:forces:R:3 method="wB97M-V/def2-TZVPD" energy_ev=-33922.8817
Xe 0.35995 -0.06291 0.09583 -0.13 0.13 0.14
O -3.27354 -0.74709 -1.46074 -0.29 0.10 -0.31
H -3.45736 -0.20445 -0.69394 0.09 0.46 0.10
H -3.10468 -1.61873 -1.10301 0.38 -0.55 0.06
O -2.17937 -3.35807 -1.03559 -0.82 -0.12 0.25
H -2.61499 -3.62699 -1.84438 -0.15 -0.13 -0.20
H -1.24528 -3.40273 -1.23982 0.82 0.15 0.02
O 1.58380 1.97234 -2.72589 0.30 -0.17 -0.19
H 1.87361 2.33143 -1.88727 0.12 0.04 0.31
H 0.98308 2.63112 -3.07429 -0.43 0.04 -0.07
O -3.11021 1.62246 0.09575 -0.14 0.15 -0.46
H -2.76895 1.60112 0.98980 0.32 -0.24 0.91
H -3.94879 2.07802 0.16977 -0.31 0.13 -0.06
O 1.81551 -0.81192 -2.74631 0.40 -0.85 0.21
H 1.70669 0.13400 -2.84443 -0.41 1.03 -0.02
H 2.26843 -1.08540 -3.54399 0.10 -0.17 -0.27
O -1.54203 3.11405 -1.68531 0.62 0.44 -0.51
H -1.96660 2.68414 -0.94291 -0.38 -0.58 0.34
H -2.03828 3.92300 -1.81009 -0.07 0.18 -0.08
O 0.36335 0.38121 3.57859 -0.04 -0.02 0.12
H 0.78418 1.21632 3.37434 0.30 0.31 -0.22
H 0.95688 -0.04108 4.19957 0.15 -0.16 0.27
O 3.69924 1.75667 1.86780 -0.08 0.28 0.38
H 3.81137 1.38632 0.99230 -0.04 -0.15 -0.62
H 3.59126 0.99566 2.43827 0.03 -0.19 0.11
O 0.55599 -3.12873 -1.52543 -0.13 -0.57 -0.01
H 1.31571 -3.30963 -0.97197 0.06 -0.11 0.21
H 0.76977 -2.30569 -1.96491 0.14 0.62 -0.33
O 4.10489 0.42469 -1.03230 0.20 0.43 0.37
H 3.44714 -0.14544 -1.43048 -0.54 -0.30 -0.33
H 4.72191 -0.17608 -0.61445 0.27 -0.15 0.04
O -2.23805 1.11818 2.76783 -0.48 0.46 -0.26
H -2.47607 0.20395 2.92200 -0.06 -0.28 0.01
H -1.28782 1.14110 2.88082 0.22 -0.18 0.16
O -0.29328 -2.40357 2.97660 0.09 -0.21 -0.02
H -0.84436 -2.81696 3.64117 -0.15 -0.24 0.11
H -0.32295 -1.47023 3.18692 0.05 0.40 -0.16

no.,Kohn-Sham gap (eV)
1,10.19
2,6.73
3,8.96
4,9.80
5,7.95
6,9.49
7,9.83
8,9.84